# 1
Computed, not measured: CH10ClN2O4Zn as an isolated structure, with wB97M-V/def2-TZVPD.

Orbital gap (alpha / beta)   3.526 / 3.525 eV
Total charge   -1

Atoms and positions in Å:
C  1.396  1.425  0.114
Zn  0.117  -0.136  0.056
N  -1.360  -1.539  0.074
N  -0.122  0.215  -2.264
H  -2.130  -0.879  0.274
H  1.686  -0.453  -0.200
H  1.806  1.347  1.119
H  0.631  2.224  0.018
H  2.128  1.499  -0.680
H  -1.093  0.467  -2.511
H  0.211  -0.552  -2.855
H  0.472  1.017  -2.450
H  -1.560  -2.143  -0.736
H  -1.163  -2.096  0.912
O  -0.442  -0.991  2.731
Cl  -0.936  0.376  2.703
O  -2.141  0.528  3.517
O  0.153  1.232  3.074
O  -1.280  0.708  1.218

# 2
Computed, not measured: CH10F3O8PtS as an isolated structure, with wB97M-V/def2-TZVPD.

Multiplicity   3
Orbital gap (alpha / beta)   8.577 / 8.326 eV
Total charge   +1

Atoms and positions in Å:
Pt  -2.795  -7.039  -27.026
C  -6.828  -5.601  -29.274
F  -6.549  -6.694  -29.986
F  -7.331  -4.672  -30.126
F  -7.736  -5.913  -28.363
S  -5.264  -4.968  -28.335
O  -4.515  -6.174  -27.870
O  -4.500  -4.089  -29.281
O  -5.722  -4.278  -27.132
O  -2.470  -8.230  -28.800
H  -3.081  -8.806  -29.259
H  -1.668  -8.267  -29.321
O  -2.824  -5.506  -25.519
H  -3.619  -5.111  -25.160
H  -2.110  -4.978  -25.161
O  -1.480  -5.649  -28.137
H  -0.813  -5.058  -27.787
H  -1.583  -5.379  -29.050
O  -4.416  -8.407  -26.041
H  -5.303  -8.128  -25.813
H  -4.299  -9.237  -25.578
O  -1.141  -7.940  -25.925
H  -0.433  -8.561  -26.100
H  -1.015  -7.683  -25.012

# 3
Computed, not measured: a 3-piece molecular cluster, CH10N2O2 overall, with wB97M-V/def2-TZVPD.

Orbital gap   10.371 eV
Total charge   0
SMILES   NCN.O.O

Atoms and positions in Å:
N  0.981  1.769  0.123
C  -0.171  1.244  0.678
N  -1.345  1.242  -0.095
H  0.896  2.849  0.176
H  0.835  1.517  -0.919
H  -0.077  0.210  0.933
H  -0.503  1.781  1.610
H  -1.447  2.176  -0.521
H  -2.108  1.113  0.558
H  3.158  -4.505  0.710
H  2.676  -3.740  1.868
O  3.122  -3.623  1.026
H  -1.366  -0.477  -1.562
H  -2.594  -0.557  -2.656
O  -2.055  -1.000  -1.930

# 4
Computed, not measured: a 4-piece molecular cluster, CH10N2O4 overall, with wB97M-V/def2-TZVPD.

Orbital gap   10.850 eV
Total charge   0
SMILES   NC(N)=O.O.O.O

Atoms and positions in Å:
C  1.394  -2.062  1.164
O  1.476  -1.039  0.505
N  0.694  -2.124  2.351
N  1.949  -3.236  0.750
H  0.407  -1.245  2.744
H  1.025  -2.807  3.014
H  2.587  -3.235  -0.022
H  1.787  -4.093  1.246
O  0.066  3.453  -2.284
H  0.806  3.894  -2.710
H  -0.371  4.134  -1.764
O  -3.600  1.739  -0.220
H  -2.822  1.262  -0.543
H  -3.903  2.244  -0.978
O  -0.886  1.027  -1.039
H  -0.381  1.588  -1.641
H  -0.228  0.499  -0.574

# 5
Computed, not measured: a 3-piece molecular cluster, CH10N5 overall, with wB97M-V/def2-TZVPD.

Orbital gap   8.539 eV
Total charge   +1

Atoms and positions in Å:
C  -0.755  -0.929  -0.186
N  -1.398  0.170  0.297
N  -0.438  2.905  0.839
N  1.947  -0.747  -0.643
N  -1.052  -2.153  -0.364
N  -0.806  -3.191  -0.934
H  0.333  -0.854  -0.429
H  -1.120  1.218  0.346
H  2.231  0.185  -0.968
H  -0.030  3.636  0.273
H  -1.070  3.509  1.471
H  2.624  -1.002  0.112
H  2.075  -1.330  -1.479
H  0.184  2.490  1.552
H  -2.403  0.026  0.492
H  -0.321  -3.932  -0.379

# 6
Computed, not measured: a 3-piece molecular cluster, CH10N6 overall, with wB97M-V/def2-TZVPD.

Orbital gap   10.394 eV
Total charge   0
SMILES   NN(N)N.N#N.C

Atoms and positions in Å:
C  2.666  0.916  -0.005
N  0.843  -1.515  -0.367
N  1.029  -1.314  -1.446
H  2.837  0.342  -0.978
H  1.659  1.294  -0.112
H  2.766  0.088  0.684
H  3.342  1.706  0.300
N  -1.115  -0.331  0.155
N  -1.855  -1.166  1.020
N  -1.701  -0.253  -1.128
N  -0.915  0.947  0.709
H  -1.629  -2.130  0.818
H  -2.863  -1.025  0.899
H  -0.969  -0.394  -1.825
H  -2.129  0.657  -1.296
H  -1.767  1.308  1.146
H  -0.199  0.869  1.424

# 7
Computed, not measured: a 4-piece molecular cluster, CH10NO4 overall, with wB97M-V/def2-TZVPD.

Orbital gap   8.459 eV
Total charge   -1

Atoms and positions in Å:
N  -2.292  0.765  -1.252
C  -1.448  0.598  -0.051
O  -0.185  0.126  -0.314
H  -1.883  1.551  -1.753
H  -2.035  0.013  -1.896
H  -1.491  1.556  0.498
H  -1.996  -0.113  0.592
H  0.091  -1.449  0.605
H  0.844  -1.839  1.846
O  0.487  -2.240  1.046
H  2.449  0.177  -1.032
H  1.052  0.294  -1.524
O  1.983  0.237  -1.872
H  0.276  0.555  1.412
H  1.735  0.638  1.771
O  0.873  0.641  2.200

# 8
Computed, not measured: a 4-piece molecular cluster, CH10O3S overall, with wB97M-V/def2-TZVPD.

Orbital gap   9.608 eV
Total charge   0
SMILES   CS.O.O.O

Atoms and positions in Å:
C  -1.970  2.058  -1.604
S  -0.597  2.210  -0.409
H  -1.533  2.232  -2.580
H  -2.760  2.745  -1.315
H  -2.319  1.040  -1.648
H  -0.391  0.969  0.035
H  2.793  -1.823  4.399
H  2.619  -3.305  4.651
O  3.062  -2.526  5.004
H  1.587  -0.694  1.380
H  2.796  -1.638  1.199
O  2.002  -1.501  1.723
H  -1.332  -1.106  -4.359
H  -2.401  -1.678  -5.219
O  -2.196  -1.533  -4.282

# 9
Computed, not measured: a 4-piece molecular cluster, CH10O3S overall, with wB97M-V/def2-TZVPD.

Orbital gap   9.811 eV
Total charge   0
SMILES   CS.O.O.O

Atoms and positions in Å:
C  2.225  -0.019  0.215
S  1.362  -1.594  0.493
H  3.297  -0.156  0.314
H  1.928  0.720  0.968
H  2.008  0.327  -0.791
H  0.896  -1.340  1.720
H  -1.441  2.315  0.974
H  -1.691  0.870  0.726
O  -1.429  1.678  0.250
H  -2.782  -1.641  0.851
H  -1.546  -1.103  -0.100
O  -2.055  -1.033  0.727
H  0.041  -0.360  -2.400
H  -0.432  0.833  -1.519
O  -0.383  0.505  -2.428

# 10
Computed, not measured: a 4-piece molecular cluster, CH10O3S overall, with wB97M-V/def2-TZVPD.

Orbital gap   9.152 eV
Total charge   0
SMILES   CS.O.O.O

Atoms and positions in Å:
C  -1.538  0.855  0.249
S  -2.377  -0.731  0.024
H  -1.016  1.299  -0.590
H  -2.242  1.592  0.756
H  -0.710  0.701  1.001
H  -1.440  -1.486  0.686
H  1.613  1.934  0.946
H  1.265  0.642  -0.029
O  1.872  1.444  0.092
H  1.447  -0.798  1.310
H  0.575  -1.151  0.263
O  0.599  -0.615  1.036
H  0.084  -0.669  -1.995
H  1.276  -1.690  -2.234
O  0.591  -1.328  -1.516

# 11
Computed, not measured: a 4-piece molecular cluster, CH10O3S2 overall, with wB97M-V/def2-TZVPD.

Orbital gap   9.367 eV
Total charge   0
SMILES   CSS.O.O.O

Atoms and positions in Å:
C  2.042  -0.358  1.028
S  1.472  -2.121  0.834
S  0.698  -2.353  -0.917
H  2.798  -0.027  0.303
H  2.563  -0.359  1.980
H  1.194  0.277  0.819
H  1.705  -2.525  -1.800
H  0.234  1.347  -0.069
H  0.237  2.819  -0.209
O  0.622  2.036  -0.633
H  -1.439  0.777  -1.959
H  -2.825  0.144  -1.565
O  -2.088  0.636  -1.248
H  -1.859  -0.434  0.677
H  -2.864  0.526  1.364
O  -2.490  -0.385  1.394

# 12
Computed, not measured: a 5-piece molecular cluster, CH10O3S2 overall, with wB97M-V/def2-TZVPD.

Orbital gap   6.678 eV
Total charge   0

Atoms and positions in Å:
C  1.726  -0.619  -1.692
S  1.500  0.871  -0.673
S  1.397  0.105  1.218
H  1.164  -1.395  -1.167
H  1.375  -0.395  -2.697
H  2.773  -0.935  -1.639
H  -0.031  -1.432  0.456
H  -0.873  -0.237  1.937
H  -1.714  -0.141  3.208
O  -1.759  -0.007  2.257
H  -2.892  0.255  0.707
H  -4.123  -0.425  0.079
O  -3.337  0.084  -0.136
H  -0.519  -0.965  -1.059
H  -1.851  -0.446  -1.317
O  -1.152  -0.923  -1.807

# 13
Computed, not measured: a 4-piece molecular cluster, CH10O3S2 overall, with wB97M-V/def2-TZVPD.

Multiplicity   2
Orbital gap (alpha / beta)   9.005 / 5.287 eV
Total charge   +1

Atoms and positions in Å:
C  -0.478  2.235  -0.007
S  -2.071  2.417  -0.724
S  -2.194  0.952  -2.130
H  -0.202  1.397  0.631
H  -0.331  3.204  0.479
H  0.304  2.220  -0.786
H  -1.045  1.414  -2.717
H  4.682  -2.342  1.773
H  3.421  -2.727  2.519
O  3.756  -2.092  1.872
H  1.659  -4.466  2.295
H  1.629  -3.241  3.159
O  1.798  -4.190  3.211
H  2.455  -1.503  0.178
H  1.523  -1.550  -0.937
O  1.555  -1.189  -0.046

# 14
Computed, not measured: a 5-piece molecular cluster, CH10O5 overall, with wB97M-V/def2-TZVPD.

Orbital gap   10.504 eV
Total charge   0
SMILES   C=O.O.O.O.O

Atoms and positions in Å:
O  0.637  -2.932  0.201
C  -0.319  -3.110  0.908
H  -1.135  -2.373  0.894
H  -0.328  -4.008  1.532
H  2.937  1.665  3.749
H  1.581  1.395  3.148
O  2.355  0.935  3.515
H  0.296  2.828  1.201
H  0.779  1.386  1.237
O  0.234  2.017  1.722
H  -1.957  -1.616  -3.182
H  -2.754  -0.943  -4.323
O  -2.768  -1.139  -3.381
H  -0.420  1.493  -2.694
H  0.692  2.529  -2.498
O  0.169  1.873  -2.029

# 15
Computed, not measured: a 5-piece molecular cluster, CH10O6 overall, with wB97M-V/def2-TZVPD.

Orbital gap   10.606 eV
Total charge   0
SMILES   O=CO.O.O.O.O

Atoms and positions in Å:
O  1.890  2.129  1.320
C  0.877  1.733  1.835
O  0.008  1.045  1.096
H  0.735  1.876  2.910
H  -0.759  0.638  1.534
H  0.903  -0.541  -3.046
H  0.081  -1.818  -2.896
O  0.290  -0.995  -2.458
H  -2.030  -1.279  1.656
H  -3.059  -0.218  2.022
O  -2.389  -0.422  1.397
H  -0.419  -1.832  -0.544
H  -1.163  -3.127  -0.699
O  -0.384  -2.759  -0.267
H  2.421  1.795  -0.828
H  1.062  1.710  -1.415
O  1.936  2.065  -1.618

# 16
Computed, not measured: a 4-piece molecular cluster, CH11N2O3 overall, with wB97M-V/def2-TZVPD.

Orbital gap   12.271 eV
Total charge   +1

Atoms and positions in Å:
N  -1.153  -0.538  -1.008
C  -1.542  0.693  -0.994
N  -0.720  1.695  -0.752
H  -0.212  -0.765  -0.701
H  -1.775  -1.339  -1.050
H  -2.580  0.913  -1.204
H  -1.201  2.576  -0.723
H  0.219  1.482  -0.382
H  -2.608  -3.066  0.502
H  -2.752  -3.734  -0.865
O  -2.724  -2.871  -0.437
H  2.280  0.507  -0.593
H  2.025  0.302  0.896
O  1.567  0.428  0.053
H  4.045  0.957  3.081
H  3.398  1.825  2.010
O  3.734  0.936  2.169

# 17
Computed, not measured: a 4-piece molecular cluster, CH11N2O3 overall, with wB97M-V/def2-TZVPD.

Orbital gap   12.065 eV
Total charge   +1

Atoms and positions in Å:
N  -0.410  0.088  -0.165
C  -1.623  -0.151  -0.542
N  -2.624  -0.484  0.261
H  -0.262  0.235  0.830
H  0.379  -0.059  -0.794
H  -1.827  -0.230  -1.603
H  -3.485  -0.703  -0.228
H  -2.697  -0.196  1.224
H  2.115  0.557  -3.224
H  2.276  -0.440  -2.162
O  1.735  0.334  -2.363
H  -1.108  2.036  2.562
H  0.159  1.242  2.804
O  -0.699  1.185  2.364
H  3.042  -0.984  1.147
H  3.107  -1.611  -0.292
O  2.602  -1.044  0.297

# 18
Computed, not measured: a 4-piece molecular cluster, CH11N3O3 overall, with wB97M-V/def2-TZVPD.

Orbital gap   9.977 eV
Total charge   0
SMILES   N=C(N)N.O.O.O

Atoms and positions in Å:
N  -0.392  -0.057  1.580
C  0.415  0.673  0.706
N  0.258  2.039  0.781
N  1.227  0.097  -0.150
H  -1.266  0.321  2.021
H  -0.323  -1.001  1.321
H  0.658  2.436  -0.095
H  -0.607  2.421  1.107
H  1.266  -0.969  -0.146
H  -2.059  -2.338  0.561
H  -2.199  -3.568  1.585
O  -1.818  -2.672  1.492
H  3.475  1.937  -2.067
H  2.282  1.193  -1.207
O  2.531  1.613  -2.079
H  -1.535  -0.711  -2.462
H  -0.602  -0.392  -1.375
O  -1.311  -1.023  -1.574

# 19
Computed, not measured: a 2-piece molecular cluster, CH11N7 overall, with wB97M-V/def2-TZVPD.

Orbital gap (alpha / beta)   7.804 / 7.960 eV
Total charge   0

Atoms and positions in Å:
C  2.738  0.039  0.231
N  -3.268  0.186  0.045
N  -0.061  1.498  -0.955
N  -0.487  -1.951  -0.422
N  1.273  -0.020  0.461
N  -1.975  0.342  0.454
N  0.404  0.210  -0.819
N  -0.669  -0.606  -0.815
H  3.171  -0.083  1.227
H  3.005  -0.735  -0.425
H  3.129  1.089  -0.041
H  -3.751  -0.668  -0.160
H  -3.589  0.915  -0.659
H  0.682  2.211  -0.844
H  -0.889  1.638  -0.293
H  -0.655  -2.394  -1.277
H  0.483  -2.050  -0.103
H  1.204  0.833  0.952
H  -1.641  -0.219  1.238

# 20
Computed, not measured: a 2-piece molecular cluster, CH11N7 overall, with wB97M-V/def2-TZVPD.

Orbital gap (alpha / beta)   8.188 / 8.187 eV
Total charge   +2

Atoms and positions in Å:
C  0.648  0.048  -0.374
N  2.915  -0.304  0.314
N  2.024  0.575  0.218
N  -1.794  0.052  0.127
N  0.551  -1.294  -0.371
N  -0.451  0.748  0.098
N  -0.285  -1.973  0.507
N  -0.469  2.087  0.118
H  1.011  0.567  -1.775
H  3.738  0.167  0.720
H  -2.276  0.547  0.919
H  -2.384  -0.024  -0.667
H  1.415  -1.754  -0.556
H  -1.434  -0.962  0.438
H  -0.765  -2.576  -0.148
H  0.067  -2.687  1.147
H  2.313  1.505  0.231
H  -1.293  2.461  -0.365
H  -0.444  2.501  1.040

Results for relative energy (zero: lowest compared OMol25 entry of this formula, charge and spin): 29.2 0.0 116.8 40.3 270.6 39.0 11.4 62.3 25.2 121.8 78.9 320.5 75.6 80.1 95.3 24.1 71.2 70.0 322.8 250.1 (in kJ/mol, following the order of the records).